An isolated molecule of C4H4N2 at a distorted geometry, computed with ωB97M-V/def2-TZVPD.

Its spin multiplicity is 1. As for the net charge: 0. The value obtained for the HOMO-LUMO gap is 11.0 eV. The value obtained for the LUMO energy is 0.0250 hartree. As for the SMILES: C#C[C@H](N)C#N. The calculation puts the electronic energy at -7190.319 eV.

```
10
Properties=species:S:1:pos:R:3:forces:R:3:lowdin_charge:R:1
C 2.119 -0.235 0.121 -0.48 0.07 0.09 0.130
C 0.971 0.048 0.340 0.59 -0.16 -0.12 -0.100
C -0.497 0.160 0.409 0.04 0.03 0.09 -0.411
N -1.130 -0.917 -0.354 -0.01 -0.06 -0.09 0.043
C -0.928 1.493 -0.072 -0.27 0.96 -0.35 -0.173
N -1.227 2.554 -0.422 0.28 -1.17 0.35 0.159
H 3.118 -0.529 -0.103 0.00 0.15 0.11 0.032
H -0.848 0.082 1.446 0.16 0.02 -0.12 0.148
H -0.776 -0.884 -1.308 -0.13 0.02 0.08 0.087
H -0.785 -1.794 0.032 -0.18 0.14 -0.06 0.086
```
Forces are in eV/Å.

***

A 3-piece molecular cluster, C4H9NOS overall at a distorted geometry, computed with ωB97M-V/def2-TZVPD.

Its spin multiplicity is 2. As for the net charge: -1. The value obtained for the HOMO-LUMO gap (alpha / beta) is 6.9 / 5.6 eV. The value obtained for the LUMO energy (alpha / beta) is 0.1392 / 0.0915 hartree. As for the expectation value of S²: 0.759. The calculation puts the electronic energy at -18664.604 eV.

```
16
Properties=species:S:1:pos:R:3:forces:R:3:lowdin_charge:R:1
O 1.336 0.790 2.356 -0.78 0.39 0.09 -0.020
C 1.141 -0.259 1.772 -0.96 -1.96 0.44 -0.340
C -0.042 -1.150 1.695 -0.96 1.17 1.37 -0.144
C 0.300 1.813 -0.537 1.55 2.33 0.41 -0.106
C 0.029 2.258 -1.748 -1.29 -0.07 0.40 -0.109
S -1.155 -0.962 -2.164 1.57 0.12 0.97 -0.033
N -0.095 -2.252 0.897 0.85 0.33 -1.93 0.021
H 1.969 -0.857 1.452 1.24 -0.24 -1.03 0.094
H -0.887 -0.944 2.396 0.71 -0.15 -0.33 0.112
H 0.797 2.425 0.235 -0.84 0.10 -0.25 0.052
H 0.189 0.840 -0.249 -0.08 -2.64 0.20 -0.046
H -0.202 3.315 -1.807 0.80 0.26 -0.78 0.032
H -0.333 1.529 -2.471 -0.14 0.36 -0.10 -0.041
H -2.230 -1.263 -2.796 -1.52 -0.52 -0.83 -0.499
H -0.478 -3.149 1.070 -0.79 -0.30 1.52 0.064
H -0.337 -2.132 -0.103 0.63 0.82 -0.16 -0.036
```
Forces are in eV/Å.

***

A 2-piece molecular cluster, C3H2FO4P overall at a distorted geometry, computed with ωB97M-V/def2-TZVPD.

Its spin multiplicity is 1. As for the net charge: +2. The value obtained for the HOMO-LUMO gap is 7.5 eV. The value obtained for the LUMO energy is -0.4736 hartree. The calculation puts the electronic energy at -23313.693 eV.

```
11
Properties=species:S:1:pos:R:3:forces:R:3:lowdin_charge:R:1
O 1.193 -0.847 1.384 2.51 3.14 -1.57 0.244
C 0.248 -1.506 0.895 -1.31 -2.18 1.41 -0.385
O -0.356 -2.461 1.175 0.72 1.51 -1.19 0.343
O -0.457 -0.497 -0.291 -0.36 -0.07 -0.86 0.101
C -0.792 -0.915 -1.402 -0.82 -0.44 1.04 -0.116
F -0.266 -1.960 -1.879 0.23 -0.21 -0.38 0.283
H -1.664 -0.509 -1.929 0.43 0.18 -0.29 0.203
H 1.626 -0.055 0.806 -1.60 -2.71 1.67 0.231
O -0.245 2.746 1.073 0.26 0.42 -0.55 -0.214
C 0.379 2.082 0.150 0.24 0.16 0.33 -0.119
P 0.334 3.922 0.019 -0.31 0.20 0.39 1.429
```
Forces are in eV/Å.

***

A 3-piece molecular cluster, C3H5N3O overall, computed with ωB97M-V/def2-TZVPD.

Its spin multiplicity is 1. As for the net charge: 0. The value obtained for the HOMO-LUMO gap (alpha / beta) is 7.4 / 7.4 eV. The value obtained for the LUMO energy (alpha / beta) is -0.0631 / -0.0633 hartree. The calculation puts the electronic energy at -9703.974 eV.

```
12
Properties=species:S:1:pos:R:3:forces:R:3:lowdin_charge:R:1
N 0.425 1.626 0.059 -0.14 -0.20 0.03 0.129
C 0.657 0.338 0.214 0.04 0.00 -0.12 -0.343
C 1.723 -0.462 -0.214 -0.04 -0.02 0.04 -0.021
O 1.415 -1.714 -0.032 0.27 0.10 -0.09 -0.007
N 0.109 -1.901 0.393 -0.26 0.22 0.13 0.104
C -0.359 -0.655 0.564 -0.10 0.04 -0.10 -0.444
N -1.589 -0.212 0.747 0.08 -0.09 -0.08 0.086
H -1.099 1.442 -0.761 0.19 0.08 0.07 0.120
H -0.253 1.919 0.766 0.01 -0.01 -0.12 0.059
H 2.731 -0.243 -0.537 -0.11 0.00 0.05 0.142
H -1.614 0.869 -0.351 0.05 -0.16 0.22 0.095
H -2.277 -0.954 0.613 0.02 0.05 -0.02 0.080
```
Forces are in eV/Å.

***

H12O6Zn as an isolated structure, computed with ωB97M-V/def2-TZVPD.

Its spin multiplicity is 1. As for the net charge: +2. The value obtained for the HOMO-LUMO gap is 13.2 eV. The value obtained for the LUMO energy is -0.2614 hartree. The calculation puts the electronic energy at -60884.210 eV.

```
19
Properties=species:S:1:pos:R:3:forces:R:3:lowdin_charge:R:1
Zn -0.018 -0.002 0.004 0.58 0.22 0.09 0.693
O 1.752 -0.277 -1.105 -0.01 -0.20 -0.04 -0.003
H 1.742 -0.703 -1.971 0.04 0.07 -0.12 0.104
H 2.658 -0.353 -0.782 0.05 0.01 0.11 0.110
O 0.552 2.063 0.069 -0.23 0.10 0.06 -0.004
H -0.073 2.689 -0.315 -0.05 0.11 0.04 0.101
H 1.373 2.559 0.175 0.19 -0.12 -0.05 0.111
O -1.690 0.702 1.003 -0.24 0.04 0.12 -0.001
H -1.607 1.247 1.795 0.08 0.01 0.10 0.109
H -2.633 0.530 0.898 -0.07 -0.07 -0.12 0.114
O 0.976 -0.398 1.829 0.07 0.09 0.05 -0.001
H 1.386 0.223 2.443 0.04 0.12 0.00 0.109
H 0.921 -1.235 2.305 -0.05 -0.11 -0.01 0.104
O -0.387 -2.081 -0.084 -0.43 -0.03 0.04 0.003
H 0.161 -2.874 -0.024 0.21 0.03 -0.07 0.115
H -1.289 -2.378 0.094 -0.06 -0.12 0.02 0.110
O -1.073 0.136 -1.781 -0.13 -0.28 -0.21 0.004
H -1.536 0.828 -2.268 0.03 0.19 0.06 0.118
H -1.214 -0.676 -2.285 -0.02 -0.06 -0.07 0.104
```
Forces are in eV/Å.

***

A 3-piece molecular cluster, C3H9N3OS overall at a distorted geometry, computed with ωB97M-V/def2-TZVPD.

Its spin multiplicity is 1. As for the net charge: 0. The value obtained for the HOMO-LUMO gap is 9.9 eV. The value obtained for the LUMO energy is 0.0259 hartree. As for the SMILES: [H]/N=C\SC.N=C=O.N. The calculation puts the electronic energy at -20608.872 eV.

```
17
Properties=species:S:1:pos:R:3:forces:R:3:lowdin_charge:R:1
H 1.560 -2.399 1.235 -0.88 0.09 -0.48 0.071
N 0.684 -2.309 0.671 4.15 -4.67 -0.35 0.044
C 0.063 -1.303 0.831 -3.90 4.63 1.19 -0.666
S 0.348 0.052 1.975 -0.30 -0.18 -0.03 0.817
C -1.154 1.048 1.633 -1.83 -3.35 2.54 -0.378
H -0.900 -1.144 0.322 0.36 -0.06 -0.16 0.058
H -0.787 1.955 1.445 1.08 3.88 -0.50 -0.041
H -1.937 1.063 2.524 1.75 -0.19 -1.96 0.093
H -1.554 0.679 0.705 -0.52 -0.22 -0.21 -0.014
N 3.062 0.069 -0.370 -0.55 -0.47 0.28 0.188
C 2.071 0.075 -1.078 1.39 1.10 -1.21 -0.416
O 1.397 0.298 -2.001 -0.61 -0.52 0.40 0.137
H 3.025 -0.336 0.543 0.11 -0.08 0.45 0.046
N -1.487 0.459 -1.805 0.48 1.36 0.41 0.035
H -0.605 0.938 -2.044 -0.68 -0.12 0.37 0.009
H -2.244 1.074 -2.076 -0.06 0.42 0.26 0.022
H -1.543 -0.220 -2.511 0.01 -1.64 -1.00 -0.003
```
Forces are in eV/Å.

***

A 7-piece molecular cluster, C35H69BrN3O19 overall at a distorted geometry, computed with ωB97M-V/def2-TZVPD.

Its spin multiplicity is 1. As for the net charge: +1. The value obtained for the HOMO-LUMO gap is 7.5 eV. The value obtained for the LUMO energy is -0.1676 hartree. The calculation puts the electronic energy at -150821.494 eV.

```
127
Properties=species:S:1:pos:R:3:forces:R:3:lowdin_charge:R:1
C -6.023 5.491 -3.821 -1.85 0.46 0.13 0.026
C -4.797 5.238 -4.124 2.24 -0.44 -0.54 -0.225
C -3.644 5.387 -3.181 -0.32 0.20 0.21 -0.187
C -3.304 4.131 -2.371 -0.82 0.72 -0.12 -0.283
C -4.510 3.268 -1.994 0.81 -0.23 0.55 -0.157
N -4.141 2.374 -0.896 0.21 -0.41 -0.32 -0.026
C -2.803 1.798 -1.091 -0.12 1.13 0.14 -0.153
C -2.385 1.811 -2.549 0.88 -1.02 0.62 -0.310
C -1.060 1.017 -2.705 -0.46 0.62 0.14 -0.037
C -1.054 0.044 -3.864 -0.01 -1.22 1.80 -0.479
O -0.897 0.362 -4.982 0.41 1.18 -2.42 0.108
N -1.225 -1.331 -3.488 -0.09 -0.20 -0.01 -0.158
C -0.126 -2.173 -4.026 -0.01 -0.23 0.77 -0.037
C -2.502 -1.790 -4.070 0.12 0.15 -0.09 -0.059
N -2.213 3.257 -2.966 -0.55 -0.56 -0.07 -0.340
Br -2.104 3.304 -4.859 0.19 0.19 -0.10 1.047
H -6.773 5.275 -4.555 -0.50 0.16 -0.17 0.073
H -6.336 5.949 -2.901 -0.09 -0.06 0.41 0.079
H -4.569 4.908 -5.120 0.05 -0.35 -0.31 0.077
H -3.943 6.130 -2.449 0.00 0.12 0.32 0.128
H -2.772 5.810 -3.662 0.35 -0.01 -0.17 0.100
H -2.911 4.485 -1.426 0.54 -0.05 0.18 0.154
H -5.288 3.904 -1.610 -0.35 0.36 -0.19 0.132
H -4.900 2.725 -2.845 -0.17 -0.10 -0.17 0.129
H -4.091 2.925 -0.050 -0.35 -0.10 0.16 0.116
H -2.080 2.426 -0.553 0.36 -0.16 0.07 0.137
H -2.694 0.812 -0.670 -0.25 -0.44 -0.05 0.132
H -3.128 1.349 -3.178 -0.48 0.26 -0.26 0.136
H -0.239 1.724 -2.804 0.28 -0.06 -0.14 0.133
H -0.920 0.445 -1.803 0.20 -0.09 0.28 0.114
H 0.361 -2.678 -3.197 0.09 -0.06 0.14 0.067
H -0.525 -2.949 -4.661 -0.06 -0.11 -0.41 0.089
H 0.632 -1.619 -4.556 0.05 0.28 -0.22 0.071
H -2.481 -1.673 -5.153 -0.16 0.13 -0.21 0.088
H -3.344 -1.248 -3.649 -0.13 0.11 0.07 0.085
H -2.641 -2.839 -3.872 -0.02 -0.31 0.32 0.092
H -1.314 3.572 -2.596 0.08 0.07 -0.23 0.146
C 1.531 -3.606 -0.232 0.05 -0.05 0.23 -0.057
C 1.599 -2.113 -0.478 -0.04 -0.34 -0.33 -0.225
O 1.469 -1.378 0.746 -0.01 0.22 -0.05 0.024
C 2.590 -1.266 1.472 0.02 -0.06 0.10 -0.603
O 3.668 -1.713 1.182 -0.15 0.08 -0.01 0.138
O 2.292 -0.575 2.573 0.17 -0.01 -0.18 -0.023
C 3.394 -0.409 3.478 0.14 0.08 0.22 -0.023
H 0.626 -3.860 0.322 -0.06 0.02 -0.10 0.085
H 1.532 -4.151 -1.176 0.00 0.02 -0.01 0.077
H 2.381 -3.941 0.360 0.06 0.03 -0.08 0.081
H 0.760 -1.803 -1.102 -0.08 0.13 0.18 0.095
H 2.517 -1.836 -0.997 0.09 0.03 0.18 0.127
H 4.255 0.017 2.969 0.01 -0.10 -0.05 0.101
H 3.657 -1.364 3.929 0.07 -0.01 -0.09 0.105
H 3.067 0.275 4.255 -0.13 0.00 -0.07 0.083
C -0.021 -0.492 4.682 -0.26 0.21 0.15 -0.057
C -0.261 -1.746 5.494 0.07 0.00 -0.44 -0.201
O -0.284 -1.453 6.896 -0.05 -0.12 0.10 0.026
C -1.437 -0.987 7.386 0.17 0.10 -0.08 -0.608
O -2.458 -0.809 6.772 0.14 -0.06 0.09 0.126
O -1.238 -0.733 8.679 -0.08 0.00 0.04 -0.003
C -2.366 -0.177 9.361 -0.13 0.08 0.17 -0.035
H 0.879 0.018 5.027 0.07 -0.08 -0.05 0.067
H 0.095 -0.734 3.628 0.04 -0.03 -0.01 0.069
H -0.851 0.207 4.789 -0.06 -0.08 0.02 0.081
H 0.560 -2.447 5.350 0.04 0.01 0.22 0.124
H -1.178 -2.252 5.192 -0.10 0.10 0.13 0.124
H -3.247 -0.801 9.231 -0.01 0.03 -0.11 0.097
H -2.562 0.834 9.004 -0.07 -0.05 -0.08 0.096
H -2.109 -0.139 10.416 0.15 -0.05 -0.05 0.095
C -3.040 -2.962 -10.054 -0.11 -0.15 -0.14 -0.057
C -3.576 -2.728 -8.658 0.44 0.18 -0.15 -0.225
O -4.907 -3.239 -8.512 -0.06 -0.01 0.18 0.033
C -4.993 -4.550 -8.268 -0.01 -0.03 -0.07 -0.608
O -4.066 -5.310 -8.146 -0.10 0.10 0.03 0.123
O -6.285 -4.869 -8.180 0.09 0.06 0.04 0.006
C -6.536 -6.260 -7.957 -0.14 -0.21 0.03 -0.035
H -3.731 -2.558 -10.795 0.04 0.11 0.03 0.084
H -2.070 -2.477 -10.170 -0.01 0.00 0.01 0.079
H -2.923 -4.024 -10.266 0.06 -0.01 0.12 0.080
H -3.640 -1.657 -8.467 -0.26 -0.03 0.04 0.118
H -2.918 -3.157 -7.901 -0.10 -0.17 -0.02 0.115
H -5.987 -6.622 -7.091 0.10 0.01 -0.06 0.095
H -6.269 -6.837 -8.841 0.10 -0.01 0.05 0.100
H -7.601 -6.362 -7.773 -0.01 0.17 -0.05 0.094
C 3.420 -5.390 -8.785 -0.18 0.08 0.21 -0.064
C 3.456 -4.234 -9.760 0.35 -0.39 -0.06 -0.207
O 2.314 -3.377 -9.595 -0.03 0.21 -0.01 0.040
C 2.399 -2.488 -8.609 0.04 -0.19 -0.05 -0.605
O 3.330 -2.332 -7.861 -0.15 0.03 -0.06 0.124
O 1.255 -1.791 -8.582 0.07 0.08 -0.01 0.004
C 1.195 -0.826 -7.532 -0.11 0.20 -0.02 -0.042
H 2.475 -5.929 -8.868 0.04 -0.05 -0.10 0.082
H 4.238 -6.082 -8.983 0.00 0.01 -0.03 0.082
H 3.507 -5.038 -7.757 0.09 0.03 -0.03 0.075
H 3.404 -4.604 -10.782 -0.20 0.12 -0.02 0.124
H 4.377 -3.660 -9.666 -0.09 0.12 0.12 0.124
H 2.057 -0.162 -7.550 0.08 -0.11 0.02 0.101
H 1.128 -1.331 -6.574 0.11 0.01 0.08 0.067
H 0.293 -0.238 -7.684 -0.05 -0.14 -0.12 0.090
C 3.518 -0.545 8.036 0.15 -0.12 -0.08 -0.050
C 4.243 0.769 8.248 -0.53 -0.14 -0.05 -0.213
O 5.615 0.544 8.594 0.15 0.14 -0.10 0.045
C 6.429 0.303 7.565 -0.01 -0.05 0.07 -0.605
O 6.112 0.270 6.401 0.03 0.01 0.09 0.112
O 7.655 0.101 8.046 -0.10 0.06 -0.04 0.010
C 8.637 -0.209 7.054 0.22 -0.05 -0.09 -0.037
H 3.637 -1.190 8.907 -0.08 0.07 0.05 0.088
H 2.454 -0.379 7.866 -0.01 -0.02 0.03 0.059
H 3.924 -1.080 7.177 -0.02 0.07 -0.05 0.073
H 3.803 1.304 9.087 0.24 0.01 0.11 0.111
H 4.169 1.414 7.372 0.16 -0.04 -0.04 0.123
H 8.648 0.542 6.267 -0.10 -0.04 -0.03 0.095
H 8.448 -1.195 6.632 -0.06 0.05 -0.08 0.099
H 9.600 -0.215 7.555 -0.09 0.02 0.15 0.094
C 2.829 7.209 10.019 0.08 -0.25 0.08 -0.063
C 1.832 7.023 8.895 0.06 0.45 0.22 -0.213
O 1.990 5.742 8.266 -0.13 -0.12 -0.09 0.035
C 1.408 4.720 8.892 0.07 0.08 0.06 -0.604
O 0.764 4.778 9.909 0.05 -0.04 -0.14 0.128
O 1.663 3.608 8.194 -0.02 0.01 -0.05 0.004
C 1.130 2.417 8.775 -0.10 -0.24 0.07 -0.041
H 3.845 7.041 9.660 -0.01 0.10 -0.05 0.082
H 2.762 8.218 10.426 -0.01 0.01 -0.03 0.081
H 2.645 6.500 10.826 -0.09 0.04 0.01 0.077
H 2.006 7.761 8.114 0.05 -0.17 -0.14 0.121
H 0.808 7.150 9.245 -0.01 -0.18 0.03 0.122
H 0.065 2.520 8.972 0.03 0.07 0.09 0.095
H 1.660 2.177 9.696 -0.12 0.06 0.08 0.100
H 1.278 1.609 8.063 0.08 0.15 -0.13 0.078
```
Forces are in eV/Å.

***

What is the electronic energy in the seventh record?
-150821.494 eV